No. 1
The following is a DFT calculation (ωB97M-V/def2-TZVPD) of C2HClN2O2 in the gas phase at a distorted geometry.

Summary:
E_HOMO: -12.08 eV
total charge: 0
molecular weight: 120.5 g mol⁻¹
DFT total energy: -21683.13194 eV
SMILES: N#C[C@@H](Cl)[N+](=O)[O-]
LUMO: -0.715 eV
HOMO-LUMO gap: 0.418 Eh
ΔE to the lowest compared entry with this formula, charge and spin: 97.62 kcal per mole

Each line ends with the Mulliken charge.
Positions of all 8 atoms, in Å:
1 N -1.9118 -1.0428 1.3523  -0.301
2 C -1.0098 -0.4652 0.9373  0.054
3 C 0.2999 0.3876 0.4102  0.082
4 Cl 1.7562 -0.2440 1.2016  -0.095
5 N 0.3158 0.0187 -1.0607  0.855
6 O 0.0537 0.9800 -1.7560  -0.551
7 O 0.5182 -1.0877 -1.3703  -0.459
8 H -0.0224 1.4534 0.2858  0.416

No. 2
The following is a DFT calculation (ωB97M-V/def2-TZVPD) of C22H22N2O5S in the gas phase at a distorted geometry.

Summary:
E_HOMO: -7.88 eV
total charge: 0
molecular weight: 426.5 g mol⁻¹
DFT total energy: -47223.25190 eV
SMILES: COc1cc(CC(=O)Nc2nc(-c3ccccc3)c(C(C)=O)s2)cc(OC)c1OC
LUMO: -0.363 eV
HOMO-LUMO gap: 0.276 Eh
ΔE to the lowest compared entry with this formula, charge and spin: 43.22 kcal per mole

Each line ends with the Mulliken charge.
Positions of all 52 atoms, in Å:
1 C -0.1332 -3.4238 -1.5361  -0.710
2 O 0.7984 -2.3739 -1.5037  -0.445
3 C 0.3589 -1.1038 -1.7081  0.415
4 C -0.9511 -0.7557 -1.9951  -0.401
5 C -1.2902 0.5752 -2.1953  -1.239
6 C -2.7146 0.9897 -2.4684  -0.996
7 C -3.0783 2.2264 -1.6726  0.295
8 O -3.5490 3.2295 -2.1459  -0.643
9 N -2.7893 2.1713 -0.3237  0.028
10 C -2.2202 1.1263 0.3618  0.453
11 N -1.1317 1.2159 1.0408  -0.585
12 C -0.7975 0.0597 1.6651  -0.380
13 C 0.4441 0.0479 2.4323  0.488
14 C 0.5505 -0.5849 3.6673  -0.373
15 C 1.7462 -0.5502 4.3592  -0.769
16 C 2.8419 0.1124 3.8307  -0.516
17 C 2.7343 0.7615 2.6118  -0.537
18 C 1.5400 0.7396 1.9188  -0.351
19 C -1.6928 -0.9799 1.4725  0.906
20 C -1.5997 -2.3843 1.8673  0.600
21 C -2.8404 -3.2072 1.6019  -1.638
22 O -0.6058 -2.8621 2.3672  -0.595
23 S -3.0181 -0.4278 0.4822  -0.149
24 C -0.3054 1.5461 -2.1221  -0.013
25 C 1.0115 1.2243 -1.8112  0.978
26 O 1.9924 2.1772 -1.6825  -0.478
27 C 1.6436 3.5310 -1.8316  -1.030
28 C 1.3612 -0.1164 -1.6012  1.000
29 O 2.5833 -0.6218 -1.2811  -0.472
30 C 3.7398 0.1806 -1.3019  -0.803
31 H 0.4412 -4.3284 -1.3448  0.261
32 H -0.6219 -3.5044 -2.5135  0.365
33 H -0.8921 -3.3137 -0.7549  0.149
34 H -1.7158 -1.5128 -2.0655  0.419
35 H -3.4049 0.1808 -2.2215  0.416
36 H -2.8503 1.2381 -3.5241  0.422
37 H -2.7839 3.0698 0.1459  0.306
38 H -0.3016 -1.0936 4.0893  0.433
39 H 1.8236 -1.0443 5.3162  0.391
40 H 3.7769 0.1277 4.3714  0.396
41 H 3.5846 1.2881 2.2033  0.375
42 H 1.4402 1.2437 0.9707  0.473
43 H -3.1174 -3.1647 0.5505  0.395
44 H -2.6576 -4.2390 1.8906  0.384
45 H -3.6706 -2.8093 2.1829  0.439
46 H -0.5824 2.5732 -2.2942  0.558
47 H 2.5655 4.0852 -1.6601  0.291
48 H 1.2762 3.7482 -2.8395  0.348
49 H 0.8948 3.8380 -1.0944  0.378
50 H 3.8888 0.6529 -2.2758  0.330
51 H 3.7173 0.9500 -0.5277  0.146
52 H 4.5607 -0.5084 -1.1032  0.284

No. 3
The following is a DFT calculation (ωB97M-V/def2-TZVPD) of C3H4O3 in the gas phase.

Summary:
E_HOMO (alpha / beta): -8.55 / -8.55 eV
total charge: 0
molecular weight: 88.1 g mol⁻¹
DFT total energy: -9314.78863 eV
LUMO (alpha / beta): -0.035 / -0.034 eV
HOMO-LUMO gap (alpha / beta): 0.313 / 0.313 Eh
ΔE to the lowest compared entry with this formula, charge and spin: 90.21 kcal per mole

Each line ends with the Mulliken charge.
Positions of all 10 atoms, in Å:
1 O -1.1238 -1.8138 0.1885  -0.461
2 C -0.4693 -0.6599 -0.1695  -0.310
3 C 0.2594 1.5780 0.1647  -0.228
4 O 1.1683 0.9898 -0.5033  -0.345
5 C 0.8897 -0.5694 0.1726  0.592
6 O 1.7284 -1.0317 0.8626  -0.478
7 H -1.5113 -2.2392 -0.5904  0.347
8 H -0.7971 -0.1223 -1.0499  0.273
9 H 0.2392 1.5482 1.2590  0.299
10 H -0.3837 2.3203 -0.3343  0.310

No. 4
The following is a DFT calculation (ωB97M-V/def2-TZVPD) of a gas-phase ion, C9H9N2O (charge +1) at a distorted geometry.

Summary:
E_HOMO (alpha / beta): -12.49 / -12.53 eV
total charge: +1
molecular weight: 161.2 g mol⁻¹
DFT total energy: -14491.84227 eV
LUMO (alpha / beta): -5.263 / -6.054 eV
HOMO-LUMO gap (alpha / beta): 0.266 / 0.238 Eh
ΔE to the lowest compared entry with this formula, charge and spin: 169.90 kcal per mole

Each line ends with the Mulliken charge.
Positions of all 21 atoms, in Å:
1 C -2.7134 -0.3680 0.5052  -0.523
2 C -2.4523 0.9229 0.7715  -0.435
3 C 1.6516 -1.3325 0.2677  -0.341
4 C -0.6691 -1.5598 -0.1504  -0.158
5 C 2.5596 -0.4258 0.3858  -0.246
6 C -1.7689 -0.8254 -0.5114  0.145
7 C -1.2413 1.1811 -0.1123  0.263
8 C 0.0237 1.4136 -0.0363  0.374
9 C 1.4495 1.6983 -0.1250  -0.833
10 N -1.5403 0.2715 -1.2774  -0.413
11 N 0.5753 -1.1920 -0.5380  -0.240
12 O 2.5190 0.7554 -0.3165  -0.353
13 H -3.3208 -1.0576 1.0576  0.464
14 H -2.7715 1.7364 1.3520  0.497
15 H 1.7438 -2.2014 0.7800  0.470
16 H -0.7923 -2.3350 0.5969  0.473
17 H 3.4801 -0.6330 0.8996  0.420
18 H 1.5448 2.4279 -0.9924  0.347
19 H 1.7693 2.2634 0.6611  0.466
20 H -0.7568 0.0212 -1.8708  0.313
21 H 0.7100 -0.7612 -1.3471  0.311

No. 5
The following is a DFT calculation (ωB97M-V/def2-TZVPD) of 2 unconnected molecules or ions with the total composition C5H9NO at a distorted geometry.

Summary:
E_HOMO: -9.95 eV
total charge: 0
molecular weight: 99.1 g mol⁻¹
DFT total energy: -8865.52264 eV
SMILES: [H]/N=C\OC.C#CC
LUMO: 0.819 eV
HOMO-LUMO gap: 0.396 Eh
ΔE to the lowest compared entry with this formula, charge and spin: 85.09 kcal per mole

Each line ends with the Mulliken charge.
Positions of all 16 atoms, in Å:
1 H 3.6297 1.8143 -0.2202  0.276
2 N 3.5486 1.1054 0.5057  -0.598
3 C 2.4875 0.4411 0.4578  0.123
4 O 1.6187 0.4498 -0.6043  -0.386
5 C 0.7148 -0.6328 -0.7016  -0.806
6 H 2.3967 -0.4113 1.1317  0.354
7 H -0.0168 -0.3206 -1.4452  0.327
8 H 1.2046 -1.5414 -1.0646  0.348
9 H 0.2610 -0.8545 0.2687  0.321
10 C -1.6630 1.5443 0.6187  0.041
11 C -2.0466 0.4391 0.3330  -0.269
12 C -2.5390 -0.8893 0.0423  -1.050
13 H -1.5808 2.5762 0.8035  0.437
14 H -2.8870 -1.3697 0.9572  0.277
15 H -1.7612 -1.4990 -0.4177  0.315
16 H -3.3672 -0.8518 -0.6650  0.289

No. 6
The following is a DFT calculation (ωB97M-V/def2-TZVPD) of a molecular structure, C51H54GeN6O5PW at a distorted geometry.

Summary:
E_HOMO (alpha / beta): -13.96 / -13.96 eV
total charge: +3
molecular weight: 1118.5 g mol⁻¹
DFT total energy: -140552.81333 eV
multiplicity: 3
<S²>: 2.014
LUMO (alpha / beta): -8.860 / -9.104 eV
HOMO-LUMO gap (alpha / beta): 0.188 / 0.179 Eh
ΔE to the lowest compared entry with this formula, charge and spin: 31.69 kcal per mole

Each line ends with the Löwdin spin population.
Positions of all 119 atoms, in Å:
1 W 0.7537 -1.8678 0.4945  1.699
2 N -0.8071 -2.8552 1.8769  0.014
3 C -1.2776 -4.1522 1.3084  0.006
4 C -2.7797 -4.3771 1.4465  0.000
5 C -3.6651 -3.4551 0.5851  0.000
6 C -4.5539 -4.2518 -0.3710  0.000
7 N -3.8029 -4.9436 -1.4151  0.000
8 C -3.5708 -4.5154 -2.6550  0.000
9 N -2.6394 -5.1263 -3.3842  0.000
10 N -4.2633 -3.5071 -3.1877  0.000
11 C -0.8554 -4.2609 -0.1553  0.009
12 O -1.1660 -5.2186 -0.8109  -0.001
13 O -0.1487 -3.2427 -0.6372  0.050
14 H -0.5537 -2.9904 2.8532  0.004
15 H -1.5839 -2.1936 1.8978  0.003
16 H -0.7646 -4.9571 1.8383  0.000
17 H -3.0389 -4.2811 2.5025  0.000
18 H -2.9651 -5.4193 1.1831  0.000
19 H -3.0651 -2.7478 -0.0014  0.000
20 H -4.3293 -2.8716 1.2236  0.000
21 H -5.3038 -3.6015 -0.8144  0.000
22 H -5.0986 -5.0110 0.1903  0.000
23 H -3.2056 -5.6977 -1.1020  0.000
24 H -1.9813 -5.7538 -2.9495  0.000
25 H -2.5017 -4.8988 -4.3545  0.000
26 H -5.0959 -3.1592 -2.7465  0.000
27 H -4.1452 -3.2770 -4.1608  0.000
28 C 5.4513 -2.8990 -3.2351  0.000
29 C 4.0962 -3.1947 -3.2878  0.000
30 C 3.2096 -2.4823 -2.4968  0.003
31 C 3.6771 -1.4759 -1.6472  0.009
32 C 5.0388 -1.1897 -1.5900  0.001
33 C 5.9199 -1.9025 -2.3884  0.001
34 P 2.4458 -0.5404 -0.7187  0.032
35 C 3.2049 0.2479 0.7202  0.006
36 C 4.1667 1.2534 0.6969  0.001
37 C 4.6382 1.7802 1.8914  0.001
38 C 4.1458 1.3298 3.1099  0.000
39 C 3.1717 0.3397 3.1527  0.000
40 C 2.7248 -0.1819 1.9555  0.006
41 C 1.8495 0.7927 -1.7835  0.007
42 C 1.5311 0.5080 -3.1133  0.000
43 C 1.0472 1.5143 -3.9307  0.001
44 C 0.8683 2.7994 -3.4267  -0.001
45 C 1.1712 3.0798 -2.1030  0.001
46 C 1.6590 2.0772 -1.2761  0.001
47 H 6.1484 -3.4452 -3.8560  0.000
48 H 3.7317 -3.9826 -3.9320  0.000
49 H 2.1467 -2.6991 -2.5584  0.001
50 H 5.4196 -0.4259 -0.9265  0.000
51 H 6.9773 -1.6789 -2.3478  0.000
52 H 4.5341 1.6435 -0.2439  0.000
53 H 5.3915 2.5563 1.8700  0.000
54 H 4.5141 1.7556 4.0334  0.000
55 H 2.7756 -0.0006 4.1000  0.000
56 H 1.9506 -0.9714 2.0006  0.008
57 H 1.6849 -0.4855 -3.5155  0.000
58 H 0.8189 1.3025 -4.9664  0.000
59 H 0.4987 3.5846 -4.0726  0.000
60 H 1.0342 4.0771 -1.7024  0.000
61 H 1.8838 2.3110 -0.2430  0.000
62 N 3.2170 -7.8253 -0.6224  0.000
63 C 2.9514 -6.5295 -0.8464  -0.001
64 O 2.7795 -6.0409 -1.9441  -0.001
65 C 2.8554 -5.6228 0.3685  -0.002
66 C 3.3362 -5.8688 1.6470  0.025
67 C 3.2020 -4.8723 2.6108  -0.001
68 C 2.5624 -3.6977 2.2947  0.022
69 N 2.0739 -3.4491 1.0549  0.011
70 C 2.2816 -4.3928 0.1142  0.025
71 H 3.2932 -8.4368 -1.4209  0.000
72 H 3.3187 -8.2293 0.2909  0.000
73 H 3.8251 -6.7993 1.9053  0.001
74 H 3.5887 -5.0073 3.6110  0.000
75 H 2.4386 -2.9231 3.0409  0.002
76 H 1.9714 -4.1979 -0.9002  0.002
77 O -0.7387 -0.7313 -0.6522  0.008
78 C -0.7919 0.1736 0.2335  0.027
79 O -0.1395 -0.1274 1.3111  0.016
80 C -1.4516 1.4786 0.0305  0.004
81 C -2.0200 2.1349 1.2882  0.000
82 Ge -2.1037 4.1051 1.0559  0.000
83 C -2.5164 4.9125 2.7759  0.000
84 C -2.8318 4.1452 3.8954  0.000
85 C -3.0430 4.7504 5.1276  0.000
86 C -2.9378 6.1279 5.2488  0.000
87 C -2.6270 6.9025 4.1396  0.000
88 C -2.4169 6.2977 2.9092  0.000
89 C -3.3964 4.6020 -0.3182  0.000
90 C -3.1453 4.2709 -1.6521  0.000
91 C -4.0494 4.6195 -2.6462  0.000
92 C -5.2097 5.3064 -2.3139  0.000
93 C -5.4654 5.6411 -0.9925  0.000
94 C -4.5629 5.2892 0.0043  0.000
95 C -0.3143 4.6098 0.4401  0.000
96 C 0.8122 4.0364 1.0346  0.000
97 C 2.0907 4.4336 0.6647  0.000
98 C 2.2598 5.4105 -0.3084  0.000
99 C 1.1483 5.9906 -0.9051  0.000
100 C -0.1299 5.5910 -0.5334  0.000
101 H -2.1966 1.3537 -0.7563  0.000
102 H -0.6560 2.1108 -0.3913  0.002
103 H -1.3841 1.9291 2.1516  0.000
104 H -3.0195 1.7559 1.5112  0.000
105 H -2.9312 3.0683 3.8094  0.000
106 H -3.2913 4.1482 5.9921  0.000
107 H -3.1064 6.5998 6.2076  0.000
108 H -2.5473 7.9774 4.2341  0.000
109 H -2.1791 6.9109 2.0464  0.000
110 H -2.2248 3.7612 -1.9235  0.000
111 H -3.8429 4.3696 -3.6793  0.000
112 H -5.9082 5.5929 -3.0889  0.000
113 H -6.3656 6.1836 -0.7347  0.000
114 H -4.7676 5.5620 1.0331  0.000
115 H 0.6924 3.2864 1.8123  0.000
116 H 2.9552 4.0010 1.1552  0.000
117 H 3.2542 5.7323 -0.5891  0.000
118 H 1.2770 6.7632 -1.6521  0.000
119 H -0.9915 6.0520 -1.0026  0.000